No. 1
Molecular formula: C3H11NS
Method: DFT, ωB97M-V with the def2-TZVPD basis set

Output
multiplicity = 1
highest occupied orbital energy = -8.91 eV
Kohn-Sham gap = 9.06 eV

Last column: Mulliken charge in e.
CARTESIAN COORDINATES (ANGSTROEM)
H (1.8425, -1.4708, 1.0321)  0.28
H (-0.4662, -1.1327, -0.8368)  0.06
H (-0.6746, 0.2688, 1.0230)  0.41
H (1.6762, 0.9692, -0.4864)  0.25
H (0.5817, -1.2988, 2.3613)  0.35
H (-1.4857, -0.9683, -1.9049)  0.23
H (0.1642, -1.8941, 0.7460)  0.27
C (0.8280, -1.2250, 1.3196)  -0.96
C (-0.2625, 1.4014, -1.0242)  -0.77
H (-0.4896, 2.3585, -0.5180)  0.30
C (0.3817, 0.2028, 0.9654)  -0.71
H (-0.0726, 1.6398, -2.0576)  0.28
H (-1.2082, 0.8176, -1.0434)  0.20
H (0.7273, 0.9808, 1.6707)  0.47
N (0.7585, 0.5738, -0.3991)  -0.30
S (-2.3008, -1.2232, -0.8475)  -0.36


No. 2
Molecular formula: C39H50CoGeN2O2PSSeSi2
Method: DFT, ωB97M-V with the def2-TZVPD basis set

Output
multiplicity = 2
highest occupied orbital energy (alpha / beta) = -4.73 / -4.37 eV
Kohn-Sham gap (alpha / beta) = 6.72 / 6.37 eV
expectation value of S² = 0.8091
total charge = -1

Last column: Mulliken spin population.
CARTESIAN COORDINATES (ANGSTROEM)
S (-1.9553, -4.9417, 4.2400)  0.00
H (0.6165, -3.5868, -3.4196)  0.00
H (4.4801, -1.4462, -2.7750)  0.00
C (-2.2572, 0.0692, -6.0774)  0.00
H (-1.8170, 4.1312, 1.7276)  0.00
C (-0.0516, 5.2270, 1.2477)  0.00
C (0.9591, -0.0718, 2.3083)  0.01
Si (-0.7966, -1.9842, -2.1154)  -0.15
H (-4.1963, -3.6422, 5.5894)  0.00
H (-5.9692, 1.0872, 0.3859)  0.00
H (1.1609, -3.5292, -1.7345)  0.00
C (4.1673, -0.4102, -2.6360)  0.00
C (1.0311, 2.7985, 0.4643)  0.00
H (3.5583, -0.1401, -3.5013)  0.00
C (-3.8576, 1.1893, 0.7350)  -0.04
C (0.7991, -2.9204, -2.5697)  -0.01
C (-2.7612, -3.0245, 2.4102)  0.01
P (-1.1150, 1.2157, 1.0970)  -0.10
H (7.6852, 1.3921, -3.9621)  0.00
H (-2.5543, -1.8970, -6.8966)  0.00
Se (2.9873, -0.3146, -1.0647)  -0.01
H (-2.5888, 0.5782, -6.9760)  0.00
C (-1.4113, -1.2401, -3.7550)  0.00
H (-3.6163, 0.6847, -0.1965)  0.05
H (-1.0659, -0.1880, 3.0578)  0.00
H (6.1403, 0.4893, 0.0011)  0.00
C (-0.2681, 2.8372, 0.9728)  0.01
H (1.8281, 6.0860, 0.6673)  0.00
C (-0.2927, -2.7165, 1.3104)  -0.03
C (-1.8540, 0.7986, -4.9696)  0.00
H (0.3726, -4.2535, 2.6428)  0.00
H (-2.0088, 3.1804, -2.9057)  0.00
C (1.2444, 5.1778, 0.7554)  0.00
C (-3.2721, -3.2713, 6.0113)  0.00
C (-0.8926, -3.2272, 6.1309)  0.00
C (4.9682, 2.6349, -2.2905)  0.00
Si (-0.8683, 1.0678, -2.2090)  -0.21
H (7.1489, -0.6179, -0.9469)  0.00
H (-6.5505, 2.2854, 2.4758)  0.00
H (-0.4867, 6.1742, 1.5428)  0.00
N (-1.2796, -1.9131, 0.8983)  0.01
H (-4.7418, 3.0377, 3.9984)  0.00
C (-1.7176, -3.8019, 2.8883)  -0.01
C (-0.4003, 0.5833, 2.6587)  0.00
C (0.6834, 2.0337, -2.7802)  -0.01
H (5.7743, 3.3539, -2.1356)  0.00
C (1.7829, 3.9600, 0.3667)  0.00
C (6.8220, 0.7334, -4.0724)  0.00
H (-1.8722, 1.8841, -5.0189)  0.00
H (4.3000, 2.6627, -1.4303)  0.00
Ge (5.6745, 0.8222, -2.4767)  0.00
C (-2.2380, -1.3222, -6.0330)  0.00
N (-2.1864, -1.8357, 7.5932)  0.00
O (1.7481, -0.2830, 3.2311)  0.00
H (0.6709, -2.5548, 0.8491)  0.01
H (-3.2771, -1.4484, 1.0499)  0.00
Co (-0.7955, -0.4042, -0.4214)  1.50
H (3.5807, -2.7150, -0.5439)  0.00
H (0.6948, 3.0363, -2.3456)  0.00
C (-5.5140, 2.0951, 2.2267)  0.00
H (4.4003, 2.9296, -3.1739)  0.00
H (-4.2293, -1.9498, 7.4052)  0.00
C (-3.1739, 2.2811, 2.7512)  0.00
C (-1.4338, 0.1608, -3.7970)  -0.01
H (1.4533, 1.8505, 0.1536)  -0.01
H (4.8770, -1.6198, 0.0165)  0.00
H (-3.0165, -3.0458, -1.5203)  0.00
C (-2.0185, -3.4200, -1.7685)  -0.01
H (-2.3955, 2.5854, 3.4424)  0.00
H (2.7893, 3.9111, -0.0287)  0.00
H (-0.2490, 1.3375, 3.4313)  0.00
C (-3.2855, -2.3285, 7.0280)  0.00
C (-1.8127, -1.9659, -4.8812)  0.00
H (1.5929, -2.2212, -2.8365)  0.01
H (-2.1186, -4.0729, -2.6412)  0.00
C (-1.0178, -2.2816, 7.1390)  0.00
H (7.1853, -0.2828, -4.2330)  0.00
H (7.5901, 1.0903, -0.8185)  0.00
C (-2.1615, 2.4773, -2.0797)  -0.01
C (-2.8340, 1.6152, 1.5731)  -0.04
H (3.3463, -1.7150, 0.9240)  0.00
C (3.8009, -1.7619, -0.0640)  0.00
C (-2.4923, -2.0933, 1.4235)  -0.01
H (-1.6798, -4.0387, -0.9314)  0.00
O (1.1227, -0.3605, 1.0785)  0.03
C (-0.8003, 4.0639, 1.3608)  0.00
H (-3.1827, 2.0934, -2.1612)  0.00
H (0.0832, -3.5447, 5.7902)  0.00
C (6.7512, 0.3967, -0.8976)  0.00
H (-1.7965, -3.0523, -4.8595)  0.00
H (-0.1313, -1.8596, 7.5983)  0.00
H (0.6464, 2.1392, -3.8693)  0.00
H (-3.7612, -3.1182, 2.8106)  0.00
H (6.2676, 1.0412, -4.9601)  0.00
H (-2.0883, 3.0508, -1.1521)  0.00
C (-2.0465, -3.7320, 5.5518)  0.00
C (-4.5002, 2.5217, 3.0773)  0.00
H (1.6256, 1.5497, -2.5215)  0.01
C (-5.1888, 1.4236, 1.0573)  0.01
C (-0.4666, -3.6603, 2.3080)  0.00


No. 3
Molecular formula: C4H5NO2
Method: DFT, ωB97M-V with the def2-TZVPD basis set

Output
multiplicity = 1
SMILES = OCc1ccon1
highest occupied orbital energy = -9.93 eV
Kohn-Sham gap = 10.84 eV

Last column: Mulliken charge in e.
CARTESIAN COORDINATES (ANGSTROEM)
H (3.1263, -0.2972, -0.0471)  0.43
N (0.2673, 1.0775, -0.5525)  -0.39
H (1.4835, -0.7933, 1.4873)  0.18
H (-1.9638, 1.2824, -0.9229)  0.35
H (-1.7252, -1.1453, -0.6850)  0.21
O (-2.3922, 0.7638, -0.2263)  -0.52
C (-1.5743, -0.3406, 0.0613)  -0.36
H (-1.8957, -0.7487, 1.0227)  0.28
O (1.6551, 1.0504, -0.6403)  -0.18
C (2.0674, -0.0663, -0.0644)  -0.17
C (-0.0976, 0.0018, 0.0832)  0.47
C (1.0490, -0.7845, 0.4840)  -0.28